[1]
Below is an isolated ion of composition C5H13N2S and charge -1 in a non-equilibrium geometry, with properties calculated with ωB97M-V/def2-TZVPD.

Structure (XYZ):
```
21
Properties=species:S:1:pos:R:3:nbo_charge:R:1
C -0.27791 1.52646 -0.66288 -0.213
N 0.00621 0.09978 -0.99939 -0.650
C -0.50828 -0.92647 -0.10188 -0.104
C -0.95633 -2.19587 -0.69975 -0.517
S -2.67215 -2.12254 -1.47347 -0.763
C 0.59070 -1.23391 0.97018 -0.208
N 0.76756 -0.24181 2.03590 -0.858
C 0.98824 2.40575 -0.37569 -0.640
H -0.86719 2.05180 -1.49483 0.177
H -0.86224 1.56609 0.24167 0.182
H -0.37573 0.03493 -1.95321 0.385
H -1.28091 -0.71879 0.61985 0.166
H -0.54460 -2.43169 -1.61349 0.214
H -0.87030 -2.90638 0.16271 0.180
H 1.56142 -1.29268 0.51180 0.175
H 0.45585 -2.20707 1.52955 0.172
H -0.03924 -0.27779 2.49985 0.344
H 1.14846 0.68198 1.65079 0.355
H 0.82510 3.26848 0.30479 0.190
H 1.78254 1.88862 0.14142 0.207
H 1.12882 3.03112 -1.29393 0.206
```

The HOMO-LUMO gap is 5.90 eV. The SMILES is CCN[C@H](CN)C[S-]. For the HOMO energy, the calculation gives -2.4 eV. The total charge is -1.

=====

[2]
Below is C3H4EuO3 as an isolated structure in a non-equilibrium geometry, with properties calculated with ωB97M-V/def2-TZVPD.

Structure (XYZ):
```
11
Properties=species:S:1:pos:R:3:mulliken_spin:R:1
H 0.84032 0.68067 -0.92892 -0.075
H -2.24299 1.31753 -2.54250 -0.001
C -1.47206 1.04797 -1.80521 -0.048
C -0.52887 2.02413 -1.46576 0.024
O -0.57465 2.26567 -0.06594 -0.004
C 0.01062 3.35093 0.41150 -0.002
O 1.06273 2.91445 1.05006 -0.004
Eu -0.27840 -0.68852 0.64030 7.137
O -1.59775 -0.02615 -1.10958 -0.029
H -0.41635 2.92492 -2.07059 -0.001
H 1.64187 3.65573 1.26547 0.002
```

The HOMO-LUMO gap (spin up / spin down) is 4.71 / 4.75 eV. As for the spin multiplicity: 8. For the HOMO energy (spin up / spin down), the calculation gives -5.6 / -5.7 eV. The total charge is 0.

=====

[3]
Below is a 2-piece molecular cluster, C6H12BrNO overall in a non-equilibrium geometry, with properties calculated with ωB97M-V/def2-TZVPD.

Structure (XYZ):
```
21
Properties=species:S:1:pos:R:3:mulliken_spin:R:1
C -1.19185 0.94746 -0.99502 -0.038
C 0.89798 -1.09649 1.58753 0.059
C 1.81554 0.80617 -0.11495 0.080
C -0.38449 -1.42983 -1.16958 -0.002
C 0.55556 0.16326 0.70960 -0.096
C -0.54030 -0.22182 -0.27359 0.806
N -1.94608 1.80688 -0.29165 0.022
O -1.02053 1.17654 -2.17326 0.067
Br -2.56009 -1.08207 1.31411 1.071
H 0.46913 -0.84699 2.57335 -0.006
H 1.88049 -1.26130 1.88896 -0.002
H 0.61993 -1.99742 1.09499 -0.009
H 2.45463 0.08521 -0.54463 -0.002
H 1.39854 1.22169 -1.13017 -0.002
H 2.34483 1.51338 0.51329 -0.005
H 0.32734 -2.23077 -0.79240 0.004
H -1.31665 -1.91902 -1.44737 0.009
H 0.04926 -0.97222 -2.06761 0.027
H 0.28902 0.92548 1.30564 0.013
H -2.09546 1.67891 0.75329 0.003
H -2.04679 2.73292 -0.74053 0.000
```

The HOMO-LUMO gap (spin up / spin down) is 7.97 / 5.73 eV. As for the spin multiplicity: 3. For the HOMO energy (spin up / spin down), the calculation gives -7.3 / -9.6 eV. The total charge is 0.

=====

Energy relative to the best compared isomer or geometry (same formula, charge and spin) values, unit kcal per mole, following the record order: 49.7; 153.1; 0.0.